1.
The following is a DFT calculation (the ωB97M-V functional and the def2-TZVPD basis) of one molecule with the formula C2F2I2 in a non-equilibrium geometry.

XYZ file:
```
6
Properties=species:S:1:pos:R:3:forces:R:3
C -0.089959 1.776353 0.616964 0.56 -0.32 0.89
C 0.058247 -1.698821 -0.680787 -0.34 -0.52 0.41
F -0.063082 2.690461 -0.257225 -0.26 -0.25 -0.63
F -0.002177 -2.599990 0.289980 0.16 0.50 -0.47
I -1.536456 0.015369 0.041722 -1.45 0.24 -0.30
I 1.633428 -0.183373 -0.010655 1.33 0.34 0.11
```
Positions in Å, forces in eV/Å.

Relative energy (zero: lowest compared OMol25 entry of this formula, charge and spin), eV: 5.157
Lowest unoccupied orbital energy, eV: -1.362
Kohn-Sham gap, Eh: 0.267
Total charge: 0

---

2.
The following is a DFT calculation (the ωB97M-V functional and the def2-TZVPD basis) of one molecule with the formula C8H13NS in a non-equilibrium geometry.

XYZ file:
```
23
Properties=species:S:1:pos:R:3:forces:R:3
C 1.157798 -1.973818 0.054250 -2.02 -1.49 3.18
C 0.740578 -0.513609 0.019856 1.43 1.33 0.31
C 1.327431 0.285556 1.264672 0.15 -1.95 0.40
C 1.519357 0.065575 -1.180769 -3.57 2.62 -1.42
C -0.761960 -0.242655 -0.114193 0.91 0.48 0.92
C -1.670564 -1.232872 -0.023553 -0.60 -2.59 -0.80
S -3.310459 -0.745609 -0.018536 0.69 1.00 0.38
C -2.766146 0.910263 0.069479 -0.98 -1.37 -0.61
C -1.438206 1.073680 -0.075712 -0.13 0.07 -0.04
N -0.904645 2.373938 -0.266993 2.17 -0.42 0.84
H 2.212178 -2.223799 0.281074 -0.57 0.61 -0.12
H 0.467551 -2.606967 0.781297 1.61 1.39 -0.73
H 0.855967 -2.436441 -0.825062 -0.06 -0.75 -2.14
H 2.469747 0.269600 1.204669 -1.56 -0.06 0.30
H 0.994932 1.291221 1.131291 -0.01 0.76 0.29
H 0.944408 -0.123861 2.276870 0.72 0.63 -1.63
H 2.507046 -0.243765 -1.103844 1.98 -0.18 -0.07
H 1.058993 -0.309351 -2.155514 0.71 0.37 1.16
H 1.373473 1.251385 -1.208606 0.66 -2.53 0.01
H -1.540281 -2.356498 -0.109042 0.28 1.74 0.33
H -3.527475 1.636061 0.049744 -0.52 1.01 0.11
H -0.244007 2.688371 0.451834 -0.32 -0.42 -0.50
H -1.465713 3.163601 -0.503217 -0.97 -0.24 -0.17
```
Positions in Å, forces in eV/Å.

Relative energy (zero: lowest compared OMol25 entry of this formula, charge and spin), eV: 0.000
SMILES string: CC(C)(C)c1cscc1N
Lowest unoccupied orbital energy, eV: 0.831
Kohn-Sham gap, Eh: 0.334
Total charge: 0

---

3.
The following is a DFT calculation (the ωB97M-V functional and the def2-TZVPD basis) of an isolated ion of composition C6H10N3 and charge +1 in a non-equilibrium geometry.

XYZ file:
```
19
Properties=species:S:1:pos:R:3:forces:R:3
C -1.212338 -0.279813 -0.398200 2.44 1.03 -0.58
C 0.119794 0.083302 -0.933168 1.44 -3.05 -2.13
C -0.344363 1.204879 0.853689 2.46 3.99 4.22
C 1.483186 -2.121367 -1.129093 -2.73 1.10 -0.15
C -2.339784 -0.005899 1.636425 -5.99 0.57 2.29
C 1.886295 1.522129 -0.164647 1.88 2.15 3.98
N 0.511694 -1.346319 -1.555165 2.02 0.54 1.42
N -1.316793 0.285100 0.745671 -0.85 -1.72 -2.20
N 0.720476 0.803782 0.248781 -1.31 -1.88 -2.02
H -1.786058 -1.050788 -0.767703 -1.61 -1.22 -0.89
H 0.300671 0.915894 -1.708476 -0.99 -1.80 0.50
H 1.510771 -3.139061 -1.534485 -0.02 0.49 -0.48
H 2.150161 -2.030906 -0.271200 0.02 0.87 -0.03
H -3.342902 0.697525 1.475832 2.80 -1.31 0.11
H -2.826679 -1.027626 1.419241 1.38 1.38 0.57
H -2.118152 0.191242 2.721133 0.30 -0.55 -1.28
H 2.654643 0.928026 -0.613431 0.03 -0.71 -0.21
H 1.582049 2.298145 -0.785847 -0.30 1.39 -1.40
H 2.367330 2.071756 0.760644 -0.99 -1.27 -1.70
```
Positions in Å, forces in eV/Å.

Relative energy (zero: lowest compared OMol25 entry of this formula, charge and spin), eV: 6.246
Lowest unoccupied orbital energy (alpha / beta), eV: -5.409 / -5.408
Kohn-Sham gap (alpha / beta), Eh: 0.290 / 0.290
Total charge: +1

---

4.
The following is a DFT calculation (the ωB97M-V functional and the def2-TZVPD basis) of C35H42AsCl2CuN2O4 as an isolated structure in a non-equilibrium geometry.

XYZ file:
```
87
Properties=species:S:1:pos:R:3:forces:R:3
O -1.902737 -1.112776 -3.824399 -0.88 0.54 -2.53
C -2.346102 -0.392111 -4.713650 0.49 -0.69 1.52
C -2.808981 -0.910630 -6.056756 -0.07 -0.68 -0.39
C -2.440834 -2.225400 -6.400935 0.03 0.05 -0.39
H -1.906130 -2.841335 -5.681102 -0.05 0.29 0.00
C -2.700839 -2.741020 -7.669656 -0.14 0.20 -0.38
H -2.348582 -3.734669 -7.949943 -0.09 0.20 0.22
C -3.382377 -1.976712 -8.632350 -0.04 0.20 0.68
H -3.580647 -2.358618 -9.639934 0.12 0.10 0.45
C -3.836649 -0.708939 -8.263407 0.08 0.29 0.27
H -4.391780 -0.104573 -8.981428 0.10 -0.14 0.17
C -3.554713 -0.168566 -6.993024 0.44 -0.21 0.21
H -3.884716 0.842947 -6.720161 0.14 -0.43 -0.23
H -2.400427 0.700354 -4.504957 -0.12 -0.32 -0.26
C 0.999818 1.718195 -3.020130 0.01 -0.13 -0.27
C 0.739303 1.728944 -1.573529 -0.50 -0.27 1.16
H 1.433022 2.661341 -3.383858 0.00 -0.12 -0.15
H 0.031610 1.519135 -3.505164 0.35 0.18 -0.10
H 1.650757 0.869785 -3.263067 -0.01 0.17 -0.07
C 1.124921 2.557344 -0.616448 0.50 0.26 0.50
C 2.141714 3.677494 -0.725185 -0.22 0.04 -0.49
H 0.714909 2.418844 0.395782 0.17 -0.03 -0.34
H 2.241574 3.929954 -1.793069 0.25 0.09 0.33
H 3.138073 3.366305 -0.341439 -0.48 0.33 -0.08
H 1.776870 4.580803 -0.201733 0.38 -0.27 -0.06
Cu -0.456734 0.296009 -0.817065 0.78 0.49 -0.27
Cl 0.706248 -1.424406 -1.662778 0.78 -1.05 -0.46
Cl -2.129076 1.038267 -2.035844 -1.55 0.80 -0.59
H -2.699127 -4.102780 -1.698885 -0.02 0.14 0.15
H -0.754580 -5.225023 -0.833927 0.05 0.07 0.22
C -2.243583 -3.137085 -1.430382 0.15 0.22 -0.20
C -0.360467 -4.323835 -0.345283 -0.03 0.19 0.10
N -1.400248 -3.319341 -0.260363 -0.49 -0.25 0.45
H -3.018018 -2.393134 -1.204616 0.30 -0.21 -0.09
C -1.534027 -2.536678 0.835462 0.07 0.66 -0.59
O -2.210836 -1.510480 0.895677 0.09 -1.15 0.20
H -0.018241 -4.557644 0.671214 -0.03 -0.10 -0.21
H -0.925297 -2.898329 1.690445 -0.11 0.16 -0.17
H -1.655445 -2.785195 -2.285970 -0.10 0.06 0.29
H 0.485485 -3.937888 -0.929312 -0.16 -0.03 0.06
H -2.825555 2.724117 3.433143 0.01 0.06 -0.18
H -5.367452 1.375059 2.633775 0.15 -0.02 -0.08
C -3.055733 3.054802 2.408510 -0.13 -0.27 -0.02
C -5.028482 1.692236 1.639118 0.40 -0.04 -0.09
N -3.588666 1.956881 1.609826 -0.75 0.55 0.48
H -2.134461 3.408625 1.932021 -0.27 -0.01 0.10
C -2.768582 1.221150 0.844084 2.27 -0.06 -0.71
O -1.529782 1.403806 0.773349 -2.70 0.17 1.17
H -5.246208 0.891101 0.920758 0.04 0.25 0.22
H -3.270988 0.448414 0.244070 0.23 0.23 0.23
H -3.797670 3.862346 2.475151 0.19 -0.16 -0.14
H -5.610823 2.584759 1.366586 0.24 -0.13 -0.05
O 0.535474 -0.220681 1.047714 1.80 0.41 1.82
As 1.758890 0.078173 2.163991 -1.76 0.00 -1.48
C 3.536774 0.249203 1.360746 -0.24 -0.17 0.42
C 4.421371 1.283004 1.675164 0.27 -0.23 -0.39
C 5.640169 1.361397 0.986105 -0.20 0.00 -0.02
C 5.957070 0.429522 -0.005892 -0.31 -0.20 0.26
C 5.083551 -0.635741 -0.256037 -0.06 0.20 0.09
C 3.866287 -0.726021 0.420773 0.18 0.12 -0.15
C 1.576988 1.622069 3.343505 0.11 -0.24 -0.19
C 0.505455 2.504154 3.197224 0.09 0.13 0.27
C 0.423976 3.607740 4.056146 0.22 -0.11 0.05
C 1.422972 3.838888 5.016073 -0.36 0.00 -0.28
C 2.488082 2.949438 5.140823 -0.11 -0.22 -0.19
C 2.555742 1.821736 4.316226 -0.23 0.50 0.17
C 1.595180 -1.458967 3.318148 -0.11 0.05 0.19
C 1.148680 -1.340632 4.636865 0.32 -0.33 -0.09
C 1.040548 -2.494526 5.419814 -0.12 -0.03 -0.24
C 1.310830 -3.749850 4.866374 0.07 0.18 -0.10
C 1.642731 -3.860216 3.511434 -0.22 0.30 -0.03
C 1.737090 -2.711805 2.719863 0.16 -0.19 0.35
H 4.164368 2.026507 2.427491 0.10 -0.13 -0.27
H 6.338971 2.164960 1.218131 -0.20 -0.13 -0.09
H 6.878213 0.528284 -0.584846 -0.24 -0.06 0.27
H 5.336460 -1.393764 -0.991444 -0.05 0.16 0.01
H 3.149373 -1.514511 0.183689 0.17 0.25 -0.11
H -0.245095 2.313353 2.425258 0.16 0.00 0.16
H -0.420506 4.295917 3.968740 0.29 -0.18 0.02
H 1.356950 4.722591 5.660334 0.06 -0.37 -0.23
H 3.270460 3.123012 5.870199 -0.07 0.02 0.03
H 3.378034 1.118429 4.423429 -0.09 0.07 0.02
H 0.858775 -0.360631 5.022732 0.30 -0.31 0.05
H 0.724336 -2.412432 6.456930 0.01 -0.04 -0.16
H 1.226930 -4.649256 5.480539 0.04 0.29 -0.17
H 1.797234 -4.836177 3.057376 -0.07 0.12 0.10
H 1.868927 -2.775015 1.637157 0.17 -0.05 0.31
```
Positions in Å, forces in eV/Å.

2S+1: 2
Lowest unoccupied orbital energy (alpha / beta), eV: 2.441 / 2.440
Kohn-Sham gap (alpha / beta), Eh: 0.192 / 0.220
Total charge: -1

---

5.
The following is a DFT calculation (the ωB97M-V functional and the def2-TZVPD basis) of an isolated ion of composition C6H16N and charge +1 in a non-equilibrium geometry.

XYZ file:
```
23
Properties=species:S:1:pos:R:3:forces:R:3
C -1.657462 0.229594 -2.184706 -0.63 0.42 0.00
C -2.069253 0.514626 -0.737039 0.04 -0.47 -0.32
C -1.256874 -0.324026 0.243989 0.64 -0.07 0.55
C -0.320108 0.497292 1.157835 -0.33 -0.63 -0.40
C 0.871483 -0.325929 1.657561 0.53 0.35 -0.37
C 2.153640 -0.066805 0.851787 -0.69 -0.26 0.82
N 1.970846 -0.485274 -0.570109 -0.58 -0.28 -1.05
H -2.120481 0.912770 -2.891927 0.02 0.33 0.06
H -0.579477 0.321195 -2.332284 0.13 -0.21 -0.08
H -2.048386 -0.736227 -2.496090 0.48 -0.34 0.09
H -3.108390 0.232675 -0.631179 -0.33 0.18 -0.01
H -1.989818 1.573085 -0.493233 0.03 0.05 -0.01
H -1.880014 -0.934027 0.891054 -0.23 -0.07 0.03
H -0.637768 -1.073012 -0.271119 -0.21 0.00 -0.32
H 0.020538 1.358296 0.578705 0.12 0.27 0.23
H -0.912070 0.842122 2.000343 0.10 0.33 0.03
H 1.137451 -0.048233 2.678170 -0.09 -0.24 0.05
H 0.673219 -1.403233 1.608955 -0.17 0.12 0.32
H 2.947540 -0.670607 1.273459 0.37 0.08 -0.17
H 2.406123 0.981811 0.873003 0.18 0.25 -0.14
H 1.996225 -1.503590 -0.660808 0.36 -0.01 0.05
H 1.035302 -0.264709 -0.944852 0.05 0.35 0.38
H 2.628909 -0.071740 -1.237228 0.20 -0.16 0.28
```
Positions in Å, forces in eV/Å.

Relative energy (zero: lowest compared OMol25 entry of this formula, charge and spin), eV: 0.409
SMILES string: CCCCCC[NH3+]
Lowest unoccupied orbital energy, eV: -3.567
Kohn-Sham gap, Eh: 0.415
Total charge: +1

---

6.
The following is a DFT calculation (the ωB97M-V functional and the def2-TZVPD basis) of C5H9HgO3 as an isolated structure in a non-equilibrium geometry.

XYZ file:
```
18
Properties=species:S:1:pos:R:3:forces:R:3
C -3.112485 -0.771577 -0.455334 -0.38 -1.14 -0.93
C -1.881503 -1.672128 -0.574717 1.62 0.27 0.85
H -3.449475 -0.490459 -1.475958 0.16 0.29 0.75
H -3.945374 -1.356677 -0.013740 0.35 0.83 0.27
H -1.318783 -1.479966 -1.507307 -0.31 -0.08 0.36
H -2.082569 -2.761943 -0.526059 -0.21 0.55 -0.11
H -1.107066 -1.494825 0.248663 -0.99 -0.17 -0.86
O 0.391728 -0.805306 3.008671 0.64 -0.48 -0.23
C -0.482423 0.183869 2.971601 -0.71 1.56 -1.13
C 0.332676 -1.478801 4.275650 -0.06 -0.13 0.05
O -0.631786 0.993631 2.077410 1.41 -1.30 1.24
O -1.242496 0.210436 4.057247 -0.39 -0.13 0.86
C -0.949225 -0.912429 4.900172 -0.05 -0.04 0.06
Hg -2.600365 1.380286 0.694015 -1.10 -0.31 -0.89
H 1.235386 -1.236754 4.846815 -0.18 -0.03 -0.15
H 0.281617 -2.555877 4.089782 0.06 0.26 0.05
H -0.811714 -0.555541 5.924980 -0.06 -0.09 -0.23
H -1.794443 -1.608471 4.851183 0.20 0.14 0.04
```
Positions in Å, forces in eV/Å.

Relative energy (zero: lowest compared OMol25 entry of this formula, charge and spin), eV: 0.000
2S+1: 2
Lowest unoccupied orbital energy (alpha / beta), eV: 0.452 / -0.079
Kohn-Sham gap (alpha / beta), Eh: 0.251 / 0.305
Total charge: 0

---

- Which value of total charge does entry 4 give?
  -1